Below is a molecular structure, C23H52O3P4RhS at a distorted geometry, with properties calculated with ωB97M-V/def2-TZVPD.

Each line ends with the Mulliken charge.
CARTESIAN COORDINATES (ANGSTROEM)
Rh  -1.167  1.091  -0.083  0.484
P  -0.556  0.722  -2.250  1.184
P  1.193  1.852  0.274  0.584
P  -2.770  -0.751  -0.337  0.815
H  -0.777  2.377  2.204  -0.086
C  -1.274  1.416  2.123  -0.745
C  -0.563  0.211  1.999  -0.610
H  0.514  0.158  2.160  0.324
C  -1.306  2.189  -3.065  -1.243
C  1.150  0.695  -2.954  -1.063
C  -1.150  -0.672  -3.302  -1.295
C  1.774  2.598  1.874  -1.191
C  2.603  0.683  0.027  -0.671
C  1.434  3.304  -0.845  -1.240
C  -3.668  -1.101  1.224  -1.198
C  -2.274  -2.464  -0.793  -0.640
C  -4.108  -0.284  -1.514  -1.319
H  -2.275  1.404  2.552  0.395
H  -1.089  -0.716  2.202  0.551
H  -1.163  2.068  -4.147  0.483
H  -0.795  3.097  -2.709  0.316
H  -2.378  2.233  -2.820  0.290
H  1.031  0.756  -4.046  0.579
H  1.644  -0.256  -2.708  0.002
H  1.771  1.532  -2.625  0.209
H  -0.952  -0.387  -4.348  0.592
H  -2.223  -0.867  -3.176  0.303
H  -0.556  -1.570  -3.072  0.194
H  2.428  3.459  1.657  0.484
H  2.348  1.860  2.454  0.398
H  0.943  2.952  2.495  0.424
H  3.545  1.228  -0.130  0.517
H  2.447  -0.003  -0.811  -0.416
H  2.713  0.060  0.924  0.451
H  2.156  3.992  -0.384  0.498
H  0.469  3.814  -0.968  0.342
H  1.810  3.030  -1.835  0.313
H  -4.742  -1.179  1.023  0.491
H  -3.513  -0.323  1.978  0.317
H  -3.334  -2.061  1.641  0.402
H  -3.138  -3.047  -1.147  0.509
H  -1.864  -2.975  0.085  -0.218
H  -1.512  -2.493  -1.575  0.098
H  -5.066  -0.346  -0.988  0.427
H  -4.157  -0.949  -2.386  0.514
H  -3.976  0.751  -1.852  0.367
C  -4.835  3.406  1.589  0.386
C  -5.826  4.132  0.900  -0.504
C  -7.002  4.494  1.563  -0.482
C  -7.163  4.230  2.930  -0.429
C  -6.077  3.724  3.656  -0.546
C  -4.889  3.361  3.002  -0.396
S  -3.729  2.333  0.663  -0.020
H  -2.649  3.037  0.120  0.144
H  -5.647  4.366  -0.145  0.394
H  -7.803  4.977  1.006  0.389
H  -8.109  4.472  3.424  0.411
H  -6.169  3.604  4.738  0.386
H  -4.018  3.030  3.570  0.330
C  4.983  -2.108  -1.884  -1.150
C  3.755  -2.885  -2.254  -0.292
O  2.645  -2.465  -1.394  -0.092
P  1.707  -3.626  -0.641  0.329
O  2.813  -4.440  0.194  -0.303
C  3.603  -3.834  1.269  0.431
C  4.843  -4.670  1.441  -1.455
O  0.918  -2.755  0.537  0.200
C  0.169  -3.486  1.581  -0.134
C  -0.333  -4.852  1.144  -1.314
H  5.806  -2.410  -2.528  0.422
H  4.832  -1.034  -1.998  0.299
H  5.290  -2.318  -0.860  0.277
H  3.463  -2.683  -3.290  0.350
H  3.917  -3.968  -2.156  0.453
H  3.849  -2.791  1.006  0.065
H  3.007  -3.843  2.193  0.242
H  5.481  -4.606  0.556  0.343
H  5.425  -4.275  2.281  0.407
H  4.603  -5.724  1.632  0.366
H  0.819  -3.575  2.467  0.262
H  -0.666  -2.823  1.853  0.046
H  0.506  -5.564  1.066  0.399
H  -1.019  -5.223  1.923  0.435
H  -0.871  -4.818  0.182  0.426

ΔE to the lowest compared entry with this formula, charge and spin = 33.29 kcal/mol
Multiplicity = 5
Charge = +3
HOMO-LUMO gap (alpha / beta) = 5.661 / 3.492 eV
E = -3006.341508 Ha


Below is a molecular structure, C61H74BaCl7N14O4S at a distorted geometry, with properties calculated with ωB97M-V/def2-TZVPD.

Each line ends with the Mulliken charge.
CARTESIAN COORDINATES (ANGSTROEM)
Ba  -0.272  -0.811  0.067  1.993
Cl  -0.257  -1.878  -3.498  -0.247
C  -1.956  -1.662  -3.078  0.892
C  -2.270  -1.406  -1.754  -1.094
C  -3.634  -1.387  -1.497  0.995
Cl  -4.157  -1.151  0.167  -0.323
C  -4.626  -1.582  -2.458  -0.651
Cl  -6.310  -1.632  -2.036  -0.190
C  -4.246  -1.756  -3.788  0.292
Cl  -5.434  -1.955  -5.027  -0.252
C  -2.891  -1.788  -4.104  -0.648
Cl  -2.400  -1.991  -5.758  -0.172
C  -3.017  3.588  -5.471  -1.196
N  -2.416  4.107  -4.252  0.408
C  -3.320  4.956  -3.498  -0.769
C  -1.453  3.291  -3.620  -0.518
N  -1.461  2.841  -2.409  0.547
C  -2.655  2.697  -1.702  -0.752
C  -3.736  2.090  -2.312  -0.036
C  -4.987  1.994  -1.682  -1.104
C  -5.160  2.500  -0.428  -1.009
C  -4.066  3.068  0.272  1.725
C  -4.273  3.554  1.589  -1.161
C  -3.232  4.076  2.297  -1.310
C  -1.946  4.121  1.731  -0.356
C  -1.682  3.665  0.449  -0.050
N  -0.357  3.580  0.038  1.330
C  0.513  4.506  0.238  -0.756
N  1.807  4.173  0.503  0.889
C  2.123  2.855  1.013  -1.157
C  2.944  5.062  0.328  -1.161
N  0.288  5.895  0.130  0.502
C  -0.806  6.321  -0.712  -0.653
C  0.470  6.708  1.321  -1.090
C  -2.777  3.142  -0.337  -0.402
N  -0.386  3.001  -4.433  1.197
C  0.368  1.777  -4.228  -1.621
C  -0.022  3.762  -5.610  -1.270
H  -4.013  3.177  -5.263  0.347
H  -2.404  2.792  -5.889  0.365
H  -3.123  4.375  -6.225  0.291
H  -3.466  5.891  -4.048  0.386
H  -2.903  5.191  -2.529  0.148
H  -4.296  4.490  -3.337  0.252
H  -3.600  1.689  -3.309  0.796
H  -5.816  1.531  -2.205  0.324
H  -6.125  2.454  0.064  0.400
H  -5.264  3.482  2.021  0.399
H  -3.381  4.430  3.311  0.312
H  -1.112  4.467  2.329  0.581
H  1.295  2.173  0.837  -0.064
H  2.312  2.901  2.094  0.307
H  3.023  2.471  0.540  0.432
H  3.358  5.375  1.295  0.304
H  2.651  5.943  -0.231  0.379
H  3.729  4.543  -0.221  0.227
H  -0.821  5.691  -1.599  -0.081
H  -0.628  7.355  -1.019  0.468
H  -1.784  6.268  -0.220  0.251
H  1.214  6.259  1.975  0.345
H  -0.468  6.806  1.880  0.319
H  0.813  7.710  1.047  0.283
H  -0.033  0.969  -4.844  0.327
H  0.336  1.481  -3.185  0.299
H  1.409  1.935  -4.511  0.512
H  -0.144  3.168  -6.525  0.349
H  1.029  4.057  -5.549  0.377
H  -0.633  4.656  -5.690  0.353
Cl  -5.454  -1.840  5.779  -0.274
C  -4.183  -1.890  4.579  -0.122
C  -3.565  -3.119  4.290  -0.414
C  -2.578  -3.190  3.348  0.616
Cl  -1.824  -4.716  3.001  -0.226
C  -2.122  -2.044  2.615  0.062
O  -1.198  -2.128  1.746  -0.105
C  -2.778  -0.815  2.955  0.405
C  -2.431  0.420  2.296  -1.429
O  -1.601  0.556  1.395  1.739
C  -3.795  -0.760  3.926  -1.331
H  -3.870  -4.013  4.819  0.456
H  -2.978  1.312  2.651  -0.349
H  -4.270  0.192  4.139  0.464
C  7.091  -0.889  -1.523  -1.058
C  6.686  -0.590  -0.083  -0.652
N  5.471  -1.279  0.355  0.269
C  5.637  -2.516  1.110  -0.664
C  5.603  -3.769  0.239  -0.751
C  4.240  -0.784  0.014  0.126
S  2.836  -1.582  0.588  -0.599
N  4.314  0.317  -0.742  0.449
C  3.284  0.855  -1.427  -1.780
O  2.135  0.443  -1.612  -0.332
C  3.637  2.182  -2.081  0.715
C  2.604  2.951  -2.606  0.782
C  2.868  4.173  -3.210  -0.534
C  4.174  4.641  -3.292  -0.880
C  5.211  3.883  -2.758  -0.924
C  4.942  2.661  -2.154  0.144
H  7.984  -0.316  -1.791  0.348
H  6.281  -0.607  -2.198  0.182
H  7.312  -1.950  -1.663  0.355
H  6.527  0.480  0.026  0.335
H  7.487  -0.886  0.596  0.440
H  4.839  -2.577  1.845  0.105
H  6.588  -2.449  1.640  0.490
H  4.669  -3.790  -0.326  -0.026
H  5.647  -4.667  0.861  0.420
H  6.440  -3.792  -0.463  0.300
H  1.590  2.588  -2.500  -0.347
H  2.052  4.767  -3.606  0.551
H  4.384  5.596  -3.762  0.377
H  6.230  4.248  -2.809  0.405
H  5.739  2.060  -1.733  0.243
C  -5.251  -6.333  -0.027  -1.014
C  -4.361  -6.948  -1.100  -0.812
N  -3.169  -6.139  -1.336  0.480
C  -3.333  -5.012  -2.269  0.884
C  -2.850  -5.336  -3.676  -1.113
C  -1.986  -6.562  -0.805  0.248
O  -1.872  -7.615  -0.191  -0.724
C  -0.790  -5.671  -0.981  -0.409
C  0.390  -6.167  -1.510  -0.415
C  1.461  -5.303  -1.674  -1.392
C  1.315  -3.975  -1.303  -0.721
N  0.199  -3.504  -0.732  1.499
C  -0.810  -4.353  -0.561  -0.746
H  -6.139  -6.948  0.135  0.418
H  -5.576  -5.328  -0.308  0.239
H  -4.700  -6.263  0.913  0.243
H  -4.902  -7.046  -2.045  0.352
H  -4.033  -7.935  -0.791  0.497
H  -2.837  -4.118  -1.904  -1.338
H  -4.399  -4.783  -2.289  0.481
H  -1.778  -5.539  -3.676  0.201
H  -3.034  -4.494  -4.345  0.265
H  -3.370  -6.213  -4.072  0.380
H  0.454  -7.212  -1.790  0.489
H  2.397  -5.648  -2.093  0.460
H  2.111  -3.257  -1.457  0.767
H  -1.688  -3.956  -0.058  1.135
C  0.567  -1.217  4.527  -0.349
N  1.004  -0.943  5.908  0.114
C  2.462  -0.774  5.905  -0.677
N  2.898  0.309  5.015  0.161
C  2.419  -0.005  3.656  -0.525
N  0.954  -0.141  3.603  0.686
C  0.356  1.110  4.088  -0.016
N  0.785  1.446  5.454  0.105
C  0.403  0.328  6.328  -0.725
C  2.250  1.546  5.457  -0.737
H  -0.517  -1.325  4.524  -0.039
H  1.014  -2.153  4.185  0.178
H  2.927  -1.707  5.581  0.316
H  2.792  -0.549  6.922  0.382
H  2.870  -0.936  3.321  0.330
H  2.733  0.786  2.975  -0.392
H  -0.730  1.010  4.091  0.031
H  0.627  1.927  3.415  -0.353
H  -0.684  0.225  6.314  0.313
H  0.724  0.552  7.348  0.360
H  2.584  1.781  6.470  0.361
H  2.548  2.359  4.792  0.334

ΔE to the lowest compared entry with this formula, charge and spin = 6.47 kcal/mol
Charge = -1
HOMO-LUMO gap = 7.017 eV
E = -7081.655848 Ha


Below is C4H8O3 in the gas phase at a distorted geometry, with properties calculated with ωB97M-V/def2-TZVPD.

Each line ends with the Mulliken charge.
CARTESIAN COORDINATES (ANGSTROEM)
O  -2.268  0.559  -1.375  -0.534
C  -1.960  0.463  -0.205  0.461
O  -1.886  1.527  0.636  -0.402
C  -0.991  -0.662  0.289  -0.433
C  0.386  0.089  -0.105  -0.539
C  1.640  -0.778  -0.110  -0.440
O  2.701  0.104  -0.487  -0.507
H  -2.658  1.958  0.281  0.329
H  -1.268  -1.450  -0.459  0.318
H  -1.154  -0.672  1.344  0.361
H  0.291  0.568  -1.071  0.363
H  0.538  0.848  0.773  0.200
H  1.847  -1.199  1.016  0.232
H  1.523  -1.647  -0.782  0.281
H  3.260  0.292  0.256  0.309

ΔE to the lowest compared entry with this formula, charge and spin = 47.12 kcal/mol
SMILES string = O=C(O)CCCO
HOMO-LUMO gap = 10.995 eV
E = -382.889732 Ha